(1)
Formula: C40H35AlCl2F9O2PSb2
Source: the OMol25 dataset
Level of theory: ωB97M-V/def2-TZVPD

The geometry in XYZ format:
```
92
Properties=species:S:1:pos:R:3:forces:R:3
Al 1.0701 -0.6995 0.8200 0.00 0.02 0.06
C -2.5216 -3.4536 0.4169 -0.01 -0.02 -0.01
Sb -0.9434 -2.6172 1.5489 0.03 0.03 0.04
C 0.0172 -4.3907 2.2110 -0.01 -0.01 -0.01
C -2.0341 -2.1087 3.3298 -0.02 0.02 0.01
C -2.8147 -0.8362 3.1814 0.03 0.02 -0.02
C -4.0688 -0.8820 2.5732 -0.01 -0.01 0.00
C -4.8268 0.2629 2.3920 0.00 -0.01 -0.01
C -4.3309 1.4895 2.8092 0.00 0.00 0.00
C -3.0938 1.5480 3.4298 0.00 -0.01 -0.02
C -2.3288 0.3999 3.6349 0.00 -0.02 -0.04
C -1.0225 0.5262 4.3652 0.00 0.00 0.04
Sb 0.6346 0.8071 3.0465 0.00 0.02 -0.04
C 2.3482 0.5695 4.2749 -0.01 0.00 0.02
C 0.6016 2.9058 2.7808 0.00 0.00 -0.02
H -3.0578 -4.1449 1.0659 0.00 -0.01 -0.01
H -2.1236 -3.9947 -0.4385 0.01 0.01 -0.01
H -3.1928 -2.6703 0.0764 -0.01 0.01 0.00
H -0.7345 -5.0948 2.5636 0.00 0.01 0.01
H 0.7071 -4.1631 3.0214 0.01 0.01 0.00
H 0.5687 -4.8358 1.3852 0.00 0.00 0.00
H -1.3246 -2.0931 4.1548 0.00 0.00 0.01
H -2.6981 -2.9588 3.4924 -0.01 0.01 0.00
H -4.4693 -1.8404 2.2604 0.00 0.00 0.00
H -5.8112 0.1930 1.9472 0.00 0.00 0.00
H -4.9178 2.3896 2.6857 0.00 0.00 0.00
H -2.7289 2.4997 3.7998 0.00 0.00 0.00
H -0.8017 -0.3254 5.0060 0.01 0.00 0.00
H -1.0197 1.4165 4.9947 0.00 -0.01 0.01
H 2.2597 1.2237 5.1402 0.00 0.00 0.00
H 3.2343 0.8465 3.7051 0.00 0.00 0.00
H 2.4372 -0.4619 4.6106 0.00 0.00 0.00
H 0.5381 3.3630 3.7672 0.00 0.00 0.00
H -0.2551 3.1990 2.1779 0.01 -0.01 0.00
H 1.5214 3.2191 2.2908 -0.01 0.00 -0.01
Cl 8.2736 -0.9812 0.9903 -0.01 0.00 0.00
C 6.5902 -0.6547 0.8874 0.02 0.00 0.00
C 6.1625 0.6721 0.6879 0.01 0.01 -0.01
C 4.8295 0.9924 0.5931 -0.04 -0.02 0.01
Cl 4.3480 2.6299 0.3627 -0.02 0.00 0.00
C 3.8423 -0.0069 0.6896 0.02 0.03 -0.04
O 2.5729 0.2867 0.5712 0.01 0.02 0.10
C 4.2870 -1.3374 0.9100 0.02 0.01 0.00
C 3.3515 -2.3683 1.0599 -0.03 -0.04 0.03
O 2.0873 -2.2359 1.0408 -0.01 -0.02 -0.07
C 5.6681 -1.6514 1.0014 -0.01 -0.01 -0.02
H 6.9024 1.4583 0.6073 0.00 0.00 0.00
H 3.7167 -3.3859 1.2148 0.00 0.00 0.00
H 5.9783 -2.6757 1.1644 0.00 0.00 0.00
F 0.6751 6.8057 -0.8682 0.03 0.00 0.01
C -0.2162 6.2010 -1.6604 -0.01 0.00 0.01
F -1.4329 6.6568 -1.3320 -0.02 -0.02 0.00
F 0.0294 6.5743 -2.9210 0.01 -0.01 -0.02
C -0.1566 4.6957 -1.5253 -0.02 0.02 -0.02
C 0.8117 4.0906 -0.7456 0.01 -0.03 0.02
C 0.8419 2.7066 -0.6393 -0.01 0.00 -0.04
C -0.0967 1.9324 -1.3127 0.04 0.03 -0.06
C -1.0640 2.5523 -2.1106 -0.01 -0.02 0.03
C -1.0927 3.9305 -2.2130 0.02 0.00 0.00
P 0.0289 0.1246 -1.2395 -0.08 0.00 0.10
C -1.6630 -0.4629 -1.5046 0.03 -0.01 0.05
C -1.9515 -1.4683 -2.4207 0.00 0.00 -0.05
C -3.2677 -1.8626 -2.6322 0.03 -0.02 0.00
C -4.2836 -1.2554 -1.9179 -0.01 0.02 0.02
C -4.0026 -0.2621 -0.9853 0.01 -0.01 -0.01
C -2.6957 0.1300 -0.7704 0.01 -0.04 0.03
C -5.7237 -1.6760 -2.0873 0.01 0.01 -0.02
F -6.4830 -0.6448 -2.4713 -0.01 0.01 0.00
F -6.2098 -2.1174 -0.9114 -0.01 -0.02 0.02
F -5.8611 -2.6551 -2.9809 0.01 -0.01 -0.01
C 1.0245 -0.4095 -2.6455 -0.04 0.13 -0.11
C 2.2344 -1.0600 -2.4430 -0.01 -0.13 0.06
C 3.0259 -1.4261 -3.5226 0.01 0.01 0.03
C 2.6041 -1.1233 -4.8026 -0.05 0.03 -0.02
C 1.3987 -0.4614 -5.0214 0.02 -0.03 0.01
C 0.6100 -0.1041 -3.9463 0.05 0.02 0.02
C 3.4558 -1.4807 -5.9981 -0.01 0.01 0.03
F 4.4707 -2.2821 -5.6598 0.03 -0.02 0.00
F 2.7238 -2.1031 -6.9273 -0.01 -0.04 -0.06
F 3.9680 -0.3755 -6.5521 0.02 0.03 -0.03
H 1.5431 4.6943 -0.2258 0.00 0.01 0.00
H 1.6195 2.2367 -0.0552 0.02 0.01 0.02
H -1.8017 1.9688 -2.6459 0.00 -0.01 0.01
H -1.8396 4.4151 -2.8284 -0.01 0.00 0.01
H -1.1607 -1.9385 -2.9908 0.00 0.00 0.00
H -3.4953 -2.6393 -3.3492 0.00 0.00 0.00
H -4.8057 0.2021 -0.4307 -0.02 0.01 0.01
H -2.4913 0.9124 -0.0465 0.01 0.00 -0.01
H 2.5779 -1.2934 -1.4422 0.00 0.01 -0.05
H 3.9637 -1.9410 -3.3681 0.00 0.00 0.00
H 1.0843 -0.2320 -6.0312 0.00 0.00 0.00
H -0.3246 0.4149 -4.1198 0.00 0.00 0.00
```
Forces are in eV/Å.

Values from the calculation:
- Gap between HOMO and LUMO: 6.96 eV
- HOMO: -13.78 eV
- Charge: +2
- E_tot: -4578.8657 Ha
- LUMO level: -6.81 eV

---

(2)
Formula: C2H10N2
Source: the OMol25 dataset
Level of theory: ωB97M-V/def2-TZVPD

The geometry in XYZ format:
```
14
Properties=species:S:1:pos:R:3:forces:R:3
C -1.4631 0.8768 0.6872 1.38 -0.39 -0.13
N -0.5377 -0.2499 0.4999 -0.57 -1.33 -0.43
C -1.1355 -1.3127 -0.3307 0.95 1.20 -1.89
H -1.7461 1.2061 -0.3134 -0.27 -0.02 0.09
H -2.3335 0.6340 1.2927 -0.21 0.16 0.07
H -0.8500 1.6752 1.1052 -0.46 0.19 0.33
H -0.2670 -0.7497 1.3399 -0.09 0.82 0.45
H -2.1248 -1.6718 -0.0704 -0.33 0.05 0.32
H -0.4507 -2.1495 -0.4203 0.08 -0.21 0.33
H -1.1543 -0.9011 -1.3788 -0.40 -0.42 0.82
N 2.8368 0.6416 -0.8120 0.06 -0.40 -0.84
H 3.2968 -0.2360 -0.6475 0.10 0.08 0.19
H 3.3775 1.4436 -0.5496 -0.20 0.03 0.33
H 1.8645 0.6082 -0.5610 -0.03 0.26 0.37
```
Forces are in eV/Å.

Values from the calculation:
- Gap between HOMO and LUMO: 10.14 eV
- HOMO: -9.06 eV
- SMILES: CNC.N
- Energy above the lowest of the compared OMol25 structures with the same formula, charge and spin: 12.7 kcal per mole
- Charge: 0
- E_tot: -191.6772 Ha
- LUMO level: 1.07 eV

---

(3)
Formula: C6H12NO5S
Source: the OMol25 dataset
Level of theory: ωB97M-V/def2-TZVPD

The geometry in XYZ format:
```
25
Properties=species:S:1:pos:R:3:forces:R:3
C 0.8942 2.0572 0.0734 0.24 -0.04 0.35
C 1.8629 -0.6159 -1.3933 0.06 0.01 -0.02
C 0.5704 -1.9900 0.3224 -0.14 -0.08 -0.03
C -1.8500 0.4444 2.1563 -0.25 -0.16 0.20
C 0.2635 1.1620 1.1264 -0.47 -0.87 -1.33
C 0.6433 -0.7702 -0.5461 -1.02 1.36 0.55
N -1.0505 1.2700 1.2975 0.58 0.22 -0.29
O 0.0680 2.5117 -0.7700 -0.37 0.21 -0.36
O -0.9280 -1.7330 -2.4810 0.16 0.30 -0.09
O 2.1005 2.2753 0.1575 0.18 -0.06 0.18
O -1.9844 -0.5380 -0.6430 0.21 0.12 0.07
O -0.6831 0.6830 -2.3399 0.01 -0.79 0.08
S -0.8245 -0.6568 -1.5157 0.02 -0.05 0.00
H 1.6932 0.1661 -2.1281 0.24 0.08 -0.10
H 2.7219 -0.3305 -0.7846 0.05 0.04 0.03
H 2.0987 -1.5464 -1.9235 0.08 -0.07 -0.10
H -0.3808 -1.9971 0.8524 0.00 -0.15 0.18
H 0.6284 -2.9112 -0.2739 0.07 -0.12 0.05
H 1.3872 -2.0017 1.0474 0.02 0.02 0.03
H -1.2188 -0.0171 2.9143 -0.01 -0.01 0.03
H -2.6094 1.0597 2.6491 0.07 -0.10 0.03
H -2.3469 -0.3296 1.5651 0.09 0.01 0.10
H 0.8694 0.7164 1.9008 0.02 -0.07 0.05
H -1.5119 1.6327 0.4640 0.12 0.11 0.20
H -0.4134 1.4591 -1.7274 0.04 0.10 0.18
```
Forces are in eV/Å.

Values from the calculation:
- Gap between HOMO and LUMO (alpha / beta): 6.99 / 6.99 eV
- HOMO (alpha / beta): -3.65 / -3.65 eV
- Energy above the lowest of the compared OMol25 structures with the same formula, charge and spin: 45.9 kcal per mole
- Charge: -1
- E_tot: -1064.9987 Ha
- LUMO level (alpha / beta): 3.34 / 3.34 eV

---

Look up the E_tot of the third one.
-1064.9987 Ha

---

What did the second record say?
Formula: C2H10N2
Source: the OMol25 dataset
Level of theory: ωB97M-V/def2-TZVPD

The geometry in XYZ format:
```
14
Properties=species:S:1:pos:R:3:forces:R:3
C -1.4631 0.8768 0.6872 1.38 -0.39 -0.13
N -0.5377 -0.2499 0.4999 -0.57 -1.33 -0.43
C -1.1355 -1.3127 -0.3307 0.95 1.20 -1.89
H -1.7461 1.2061 -0.3134 -0.27 -0.02 0.09
H -2.3335 0.6340 1.2927 -0.21 0.16 0.07
H -0.8500 1.6752 1.1052 -0.46 0.19 0.33
H -0.2670 -0.7497 1.3399 -0.09 0.82 0.45
H -2.1248 -1.6718 -0.0704 -0.33 0.05 0.32
H -0.4507 -2.1495 -0.4203 0.08 -0.21 0.33
H -1.1543 -0.9011 -1.3788 -0.40 -0.42 0.82
N 2.8368 0.6416 -0.8120 0.06 -0.40 -0.84
H 3.2968 -0.2360 -0.6475 0.10 0.08 0.19
H 3.3775 1.4436 -0.5496 -0.20 0.03 0.33
H 1.8645 0.6082 -0.5610 -0.03 0.26 0.37
```
Forces are in eV/Å.

Values from the calculation:
- Gap between HOMO and LUMO: 10.14 eV
- HOMO: -9.06 eV
- SMILES: CNC.N
- Energy above the lowest of the compared OMol25 structures with the same formula, charge and spin: 12.7 kcal per mole
- Charge: 0
- E_tot: -191.6772 Ha
- LUMO level: 1.07 eV

---

Number 3 is which compound?
C6H12NO5S